Below is 11 unconnected molecules or ions with the total composition C45H60FO35PS in a non-equilibrium geometry, with properties calculated with ωB97M-V/def2-TZVPD.

Output
* DFT total energy: -5223.59939 Ha
* energy relative to the best compared isomer or geometry (same formula, charge and spin): 0.00 kJ/mol
* HOMO-LUMO gap: 8.84 eV
* structure (SMILES): CC(=O)OCC[C@@](OC(=O)COc1ccccc1)([PH2]=S)[C@@H](C)F.O=C1OCCO1.O=C1OCCO1.O=C1OCCO1.O=C1OCCO1.O=C1OCCO1.O=C1OCCO1.O=C1OCCO1.O=C1OCCO1.O=C1OCCO1.O=C1OCCO1

ORCA input file:
```
! wB97M-V def2-TZVPD RIJCOSX def2/J DEFGRID3
* xyz 0 1
C 0.172 -0.586 -1.851
C 0.409 -2.048 -1.548
O 0.794 -2.780 -2.436
O 0.203 -2.587 -0.287
C 1.472 -2.726 0.374
C 1.352 -3.306 1.780
C 0.511 -2.480 2.813
O 0.672 -3.181 4.078
C 1.554 -2.565 4.947
O 1.117 -1.865 5.829
C 3.068 -2.782 4.863
O 3.771 -1.606 5.221
C 4.640 -1.174 4.229
C 5.651 -1.954 3.739
C 6.477 -1.512 2.733
C 6.259 -0.255 2.222
C 5.267 0.539 2.732
C 4.447 0.101 3.740
P 1.162 -0.715 2.814
S 0.362 0.471 1.470
C -1.009 -2.528 2.502
C -1.494 -3.907 2.052
F -1.642 -2.259 3.718
H -0.578 -0.113 -1.217
H -0.196 -0.523 -2.881
H 1.098 -0.006 -1.834
H 2.050 -1.793 0.330
H 2.057 -3.453 -0.211
H 1.050 -4.352 1.777
H 2.369 -3.285 2.193
H 3.397 -3.224 3.913
H 3.309 -3.528 5.637
H 5.757 -2.937 4.193
H 7.257 -2.178 2.385
H 6.897 0.074 1.408
H 5.093 1.528 2.329
H 3.654 0.706 4.164
H 2.528 -0.839 2.468
H 0.984 -0.082 4.056
H -1.291 -1.796 1.743
H -1.416 -3.944 0.959
H -0.885 -4.734 2.423
H -2.539 -4.055 2.329
O -2.543 4.793 1.640
C -2.623 4.066 2.574
O -1.605 3.298 3.036
C -2.008 2.750 4.292
C -3.514 2.787 4.197
O -3.742 3.894 3.322
H -1.617 1.742 4.417
H -1.623 3.384 5.094
H -3.927 1.885 3.741
H -3.994 2.948 5.159
O -1.407 -1.822 -8.513
C -0.808 -2.304 -7.605
O -1.029 -2.008 -6.298
C -0.283 -2.947 -5.512
C 0.807 -3.379 -6.456
O 0.184 -3.218 -7.740
H 0.106 -2.478 -4.614
H -0.940 -3.771 -5.228
H 1.679 -2.740 -6.405
H 1.115 -4.408 -6.297
O 3.570 -3.613 -5.969
C 4.121 -4.621 -6.273
O 5.264 -5.073 -5.704
C 5.470 -6.414 -6.160
C 4.703 -6.446 -7.458
O 3.678 -5.475 -7.229
H 6.530 -6.619 -6.293
H 5.064 -7.102 -5.419
H 5.307 -6.132 -8.312
H 4.273 -7.422 -7.671
O -5.964 9.152 -2.350
C -5.441 8.515 -1.488
O -5.723 8.640 -0.171
C -5.072 7.563 0.517
C -3.952 7.206 -0.423
O -4.491 7.577 -1.701
H -4.715 7.881 1.488
H -5.784 6.746 0.650
H -3.048 7.788 -0.239
H -3.702 6.149 -0.396
O -7.950 12.073 -7.852
C -7.424 11.438 -6.997
O -7.695 11.556 -5.673
C -7.039 10.478 -4.995
C -5.925 10.123 -5.946
O -6.470 10.496 -7.216
H -6.676 10.794 -4.022
H -7.750 9.662 -4.859
H -5.018 10.704 -5.766
H -5.675 9.065 -5.926
O 4.260 -5.149 3.375
C 3.984 -6.063 4.085
O 4.773 -6.521 5.084
C 4.009 -7.461 5.847
C 2.969 -7.919 4.853
O 2.837 -6.779 3.998
H 4.638 -8.271 6.205
H 3.572 -6.945 6.704
H 3.305 -8.769 4.256
H 2.019 -8.167 5.319
O 3.524 2.973 3.062
C 2.689 3.680 3.527
O 2.139 3.512 4.757
C 1.354 4.673 5.041
C 1.037 5.200 3.661
O 2.160 4.752 2.897
H 0.463 4.409 5.608
H 1.955 5.369 5.629
H 0.128 4.764 3.241
H 0.954 6.284 3.631
O 4.889 -10.054 -3.770
C 4.059 -9.356 -3.288
O 3.600 -9.469 -2.016
C 2.791 -8.322 -1.740
C 2.358 -7.886 -3.118
O 3.442 -8.336 -3.941
H 1.954 -8.585 -1.098
H 3.404 -7.572 -1.236
H 1.440 -8.377 -3.445
H 2.230 -6.809 -3.199
O -2.076 -5.831 -4.203
C -2.919 -5.150 -3.716
O -3.363 -5.278 -2.440
C -4.194 -4.156 -2.152
C -4.649 -3.727 -3.525
O -3.567 -4.143 -4.362
H -5.019 -4.441 -1.504
H -3.596 -3.392 -1.650
H -5.558 -4.241 -3.843
H -4.804 -2.654 -3.601
O -2.853 8.079 3.001
C -3.085 9.240 3.094
O -4.267 9.816 2.749
C -4.238 11.169 3.214
C -2.759 11.456 3.301
O -2.207 10.162 3.556
H -4.756 11.827 2.521
H -4.732 11.218 4.186
H -2.349 11.836 2.363
H -2.509 12.149 4.101
*
```

Below is a molecular structure, C45H61BN7O4Sc, with properties calculated with ωB97M-V/def2-TZVPD.

Output
* DFT total energy: -3221.41441 Ha
* energy relative to the best compared isomer or geometry (same formula, charge and spin): 0.00 kJ/mol
* HOMO-LUMO gap: 7.51 eV

ORCA input file:
```
! wB97M-V def2-TZVPD RIJCOSX def2/J DEFGRID3
* xyz 0 1
Sc 0.132 -0.076 -0.770
C -2.373 -1.458 -3.613
C -3.046 -2.629 -2.897
C -4.253 -2.170 -2.075
C -2.015 -3.482 -2.171
C -1.843 -4.781 -2.647
C -0.877 -5.628 -2.138
C -0.033 -5.172 -1.145
C -0.152 -3.882 -0.641
C 0.779 -3.438 0.471
C 2.212 -3.934 0.289
C 0.230 -3.852 1.838
C -1.162 -3.050 -1.144
N -1.292 -1.715 -0.584
C -2.166 -1.615 0.370
C -2.599 -0.473 1.122
C -3.488 -0.791 2.177
C -4.086 0.164 2.952
C -3.829 1.512 2.648
C -2.995 1.865 1.622
C -2.308 0.899 0.829
N -1.432 1.271 -0.136
C -1.673 2.567 -0.720
C -0.901 3.692 -0.391
C -1.222 4.917 -0.971
C -2.265 5.048 -1.868
C -2.992 3.925 -2.216
C -2.708 2.681 -1.666
C -3.514 1.484 -2.136
C -4.910 1.457 -1.505
C -3.637 1.437 -3.660
C 0.306 3.681 0.531
C 0.030 3.190 1.950
C 1.481 2.953 -0.116
H -3.072 -0.974 -4.297
H -1.512 -1.789 -4.195
H -2.027 -0.702 -2.907
H -3.447 -3.290 -3.669
H -4.010 -1.357 -1.394
H -4.683 -2.992 -1.498
H -5.026 -1.796 -2.750
H -2.490 -5.126 -3.444
H -0.776 -6.634 -2.524
H 0.735 -5.827 -0.756
H 0.831 -2.353 0.471
H 2.296 -5.011 0.440
H 2.862 -3.453 1.022
H 2.585 -3.702 -0.710
H 0.156 -4.939 1.905
H -0.763 -3.434 2.012
H 0.890 -3.503 2.637
H -2.674 -2.540 0.652
H -3.699 -1.839 2.362
H -4.759 -0.108 3.752
H -4.305 2.294 3.228
H -2.831 2.911 1.403
H -0.629 5.786 -0.710
H -2.492 6.010 -2.308
H -3.789 4.013 -2.943
H -2.978 0.587 -1.821
H -5.463 2.361 -1.775
H -4.873 1.398 -0.418
H -5.474 0.598 -1.875
H -4.287 2.233 -4.030
H -4.087 0.491 -3.966
H -2.669 1.527 -4.153
H 0.611 4.728 0.618
H -0.287 2.149 1.956
H -0.754 3.787 2.421
H 0.937 3.276 2.553
H 1.263 1.894 -0.262
H 2.368 2.983 0.520
H 1.716 3.380 -1.092
C 5.351 -1.966 1.855
C 5.897 -0.649 1.321
C 5.060 -0.059 0.178
C 5.680 1.293 -0.260
C 5.015 1.941 -1.469
C 5.139 -0.982 -1.025
O 6.176 -1.434 -1.445
N 3.944 -1.244 -1.674
C 2.727 -0.820 -1.217
O 1.691 -1.110 -1.870
N 2.569 -0.128 -0.095
C 3.636 0.225 0.673
O 3.486 0.802 1.740
H 5.985 -2.352 2.653
H 5.312 -2.726 1.072
H 4.345 -1.838 2.264
H 6.911 -0.789 0.945
H 5.930 0.097 2.116
H 6.734 1.104 -0.472
H 5.626 1.954 0.607
H 5.138 1.335 -2.369
H 5.464 2.913 -1.670
H 3.948 2.098 -1.311
H 3.968 -1.790 -2.525
N 0.322 -0.333 1.508
C 0.491 -0.120 2.630
N 0.591 0.171 3.894
C -0.617 0.349 4.707
C -0.445 1.607 5.538
O 0.758 1.559 6.282
C 1.888 1.511 5.426
C 1.884 0.249 4.585
H -0.744 -0.521 5.358
H -1.481 0.430 4.045
H -1.260 1.700 6.254
H -0.446 2.485 4.879
H 2.770 1.538 6.064
H 1.895 2.390 4.769
H 1.997 -0.631 5.225
H 2.675 0.276 3.838
B -0.135 1.002 -5.387
C -0.125 0.914 -3.826
N -0.118 0.850 -2.667
H -1.185 0.515 -5.749
H 0.822 0.371 -5.776
H -0.062 2.178 -5.666
*
```

Below is a molecular structure, C45H61CaGe2N4SSi in a non-equilibrium geometry, with properties calculated with ωB97M-V/def2-TZVPD.

Output
* DFT total energy: -7489.26448 Ha
* energy relative to the best compared isomer or geometry (same formula, charge and spin): 0.00 kJ/mol
* HOMO-LUMO gap: 6.78 eV

ORCA input file:
```
! wB97M-V def2-TZVPD RIJCOSX def2/J DEFGRID3
* xyz 1 1
Ca 10.029 14.064 15.184
C 9.834 12.236 20.450
C 9.615 12.822 19.030
Ge 11.048 14.134 18.543
C 10.373 15.866 19.323
C 11.349 16.554 20.310
C 12.697 13.568 19.532
C 13.838 13.703 18.840
Ge 13.197 13.996 16.930
C 14.208 15.680 16.461
C 15.745 15.620 16.537
C 13.911 12.468 15.902
C 14.934 12.803 14.799
C 15.221 13.805 19.347
C 15.476 14.545 20.533
C 16.748 14.548 21.066
C 17.795 13.789 20.492
C 17.556 13.090 19.311
C 16.278 13.135 18.713
H 9.059 11.521 20.729
H 9.890 13.005 21.228
H 10.767 11.673 20.509
H 8.643 13.316 19.017
H 9.580 12.027 18.265
H 9.439 15.587 19.865
H 10.094 16.549 18.505
H 11.587 15.914 21.169
H 10.883 17.459 20.710
H 12.292 16.844 19.815
H 12.662 13.106 20.529
H 13.838 16.486 17.148
H 13.885 15.917 15.428
H 16.125 15.605 17.570
H 16.173 16.518 16.060
H 16.192 14.758 16.028
H 13.026 11.977 15.446
H 14.359 11.739 16.597
H 14.695 13.749 14.270
H 14.948 11.986 14.048
H 15.987 12.915 15.160
H 14.632 15.041 21.039
H 16.940 15.140 21.959
H 18.790 13.798 20.949
H 18.353 12.522 18.824
H 16.096 12.659 17.749
C 10.577 14.426 12.872
Si 10.912 16.171 12.469
C 10.029 17.439 13.676
N 10.058 17.160 15.130
C 11.263 17.669 15.838
C 11.096 19.052 16.487
C 9.880 19.893 16.018
C 8.573 19.091 15.816
C 8.805 17.581 15.803
C 12.744 16.580 12.406
C 13.271 17.891 12.592
C 14.644 18.085 12.559
C 15.527 17.017 12.304
C 14.999 15.749 12.050
C 13.608 15.519 12.091
C 10.223 16.634 10.753
C 8.903 17.160 10.600
C 8.403 17.426 9.332
C 9.201 17.225 8.193
C 10.507 16.786 8.353
C 11.006 16.485 9.614
H 11.534 13.859 13.044
H 10.126 13.927 11.961
H 8.979 17.456 13.358
H 10.375 18.454 13.412
H 12.143 17.666 15.178
H 11.480 16.958 16.640
H 12.017 19.640 16.306
H 11.022 18.879 17.592
H 10.115 20.407 15.072
H 9.687 20.655 16.779
H 8.056 19.346 14.859
H 7.876 19.269 16.674
H 7.953 17.042 15.377
H 8.918 17.201 16.833
H 12.601 18.714 12.776
H 15.038 19.087 12.671
H 16.599 17.176 12.264
H 15.692 14.915 11.904
H 13.232 14.524 11.889
H 8.279 17.316 11.472
H 7.384 17.809 9.251
H 8.838 17.485 7.187
H 11.181 16.683 7.498
H 12.048 16.185 9.725
N 9.889 7.425 14.954
C 10.083 8.770 15.040
C 9.657 9.670 14.054
C 9.867 11.029 14.257
N 10.516 11.563 15.335
C 10.959 10.650 16.258
C 10.795 9.259 16.158
H 9.166 7.059 14.297
H 10.066 6.866 15.800
H 9.101 9.341 13.163
H 9.502 11.749 13.539
H 11.467 11.072 17.120
H 11.229 8.584 16.896
S 7.319 14.083 15.743
C 6.850 13.591 14.136
N 6.537 14.558 13.200
C 6.254 14.341 11.858
C 6.262 13.040 11.406
C 6.432 11.948 12.326
C 6.720 12.230 13.665
H 6.486 15.489 13.623
H 6.020 15.225 11.256
H 6.108 12.848 10.348
H 6.441 10.906 11.987
H 6.906 11.450 14.403
*
```